[1]
87
Properties=species:S:1:pos:R:3:lowdin_spin:R:1 method="wB97M-V/def2-TZVPD" charge=-2 multiplicity=5 orbital_gap_ev="4.99 / 6.31" e_homo_ev="-0.95 / -2.26" s_squared=6.0546
Pt -0.391 0.184 0.075 1.434
C 5.125 -0.006 1.817 0.003
Si 4.169 -0.056 3.459 0.002
C 4.795 -1.574 4.463 0.000
C 4.731 1.505 4.433 0.000
C 2.288 -0.103 3.427 0.004
C 1.594 -0.031 4.632 -0.003
C 0.206 0.051 4.670 0.005
C -0.474 0.117 3.468 0.010
N 0.162 0.028 2.308 0.116
C 1.500 -0.135 2.251 0.011
S 2.083 -0.395 0.677 0.042
H 6.201 0.040 1.976 0.000
H 4.828 0.862 1.239 0.000
H 4.902 -0.878 1.213 0.001
H 5.870 -1.539 4.620 0.000
H 4.564 -2.499 3.944 0.000
H 4.322 -1.623 5.439 0.000
H 5.805 1.504 4.596 0.000
H 4.251 1.572 5.405 0.000
H 4.480 2.408 3.886 0.000
H 2.150 -0.036 5.562 0.000
H -0.324 0.092 5.613 0.001
H -1.548 0.243 3.412 0.002
C 1.180 -1.811 -6.921 0.002
C 1.354 -1.409 -5.455 0.005
C 1.129 -2.645 -4.581 0.000
C 2.809 -0.990 -5.234 0.001
Si 0.137 0.032 -4.916 0.021
Br 0.375 0.115 -2.651 0.073
C -1.738 -0.306 -5.342 0.000
C -2.086 -1.778 -5.118 0.000
C -2.084 0.043 -6.795 0.000
C -2.640 0.497 -4.401 0.001
C 0.740 1.807 -5.511 0.004
C -0.343 2.862 -5.273 0.000
C 1.108 1.820 -6.997 0.001
C 1.954 2.278 -4.707 0.001
H 1.882 -2.605 -7.180 0.000
H 1.357 -0.971 -7.588 0.000
H 0.176 -2.184 -7.105 0.000
H 1.890 -3.397 -4.798 0.000
H 0.156 -3.091 -4.743 0.000
H 1.199 -2.392 -3.528 0.000
H 3.474 -1.835 -5.416 0.000
H 2.951 -0.666 -4.207 0.001
H 3.105 -0.188 -5.906 0.000
H -1.584 -2.423 -5.837 0.000
H -3.160 -1.924 -5.242 0.000
H -1.822 -2.084 -4.110 0.000
H -1.458 -0.511 -7.492 0.000
H -1.957 1.104 -6.994 0.000
H -3.125 -0.210 -6.998 0.000
H -2.444 0.232 -3.366 0.002
H -3.685 0.264 -4.606 0.000
H -2.509 1.568 -4.512 0.000
H -1.218 2.698 -5.894 0.000
H 0.050 3.851 -5.513 0.000
H -0.640 2.870 -4.229 0.000
H 0.282 1.478 -7.614 0.000
H 1.966 1.183 -7.190 0.000
H 1.369 2.832 -7.309 0.000
H 1.699 2.374 -3.657 0.000
H 2.271 3.258 -5.065 0.000
H 2.795 1.600 -4.790 0.000
Se 0.813 2.785 0.100 0.160
C -0.320 4.144 -0.102 0.033
N -0.984 5.086 -0.228 0.035
C -2.336 0.660 -0.075 1.137
C -3.684 0.467 -0.093 0.249
C -4.608 1.508 0.252 0.159
C -5.954 1.269 0.332 0.005
C -6.482 0.008 0.052 0.166
C -5.615 -1.013 -0.341 0.008
C -4.266 -0.802 -0.429 0.158
H -4.204 2.487 0.468 0.012
H -6.623 2.073 0.623 -0.004
H -7.547 -0.172 0.132 0.014
H -6.019 -1.993 -0.577 -0.003
H -3.596 -1.592 -0.735 0.008
Cl -1.517 -5.041 0.696 0.001
C -0.787 -4.494 -0.818 0.009
C -0.940 -2.933 -1.027 0.007
O -1.221 -2.607 -2.178 0.000
O -0.726 -2.256 -0.016 0.101
H -1.259 -5.032 -1.642 0.001
H 0.276 -4.734 -0.763 0.000

[2]
83
Properties=species:S:1:pos:R:3:lowdin_spin:R:1 method="wB97M-V/def2-TZVPD" charge=+2 multiplicity=3 orbital_gap_ev="6.85 / 5.61" e_homo_ev="-12.66 / -14.03" s_squared=2.0164 relative_energy_kj_mol=73.3
C 2.404 4.825 -0.624 0.002
C 1.339 4.190 -1.269 0.005
C 1.362 3.915 -2.648 0.002
C 2.609 4.062 -3.272 0.000
N 3.714 4.444 -2.617 0.001
C 3.605 4.881 -1.353 0.000
C 0.268 3.727 -0.461 0.030
C -0.569 2.935 -0.021 0.002
C -1.805 2.390 0.475 0.051
C -2.062 1.083 1.072 0.079
C -3.374 0.678 1.417 0.066
C -4.389 1.604 1.269 -0.004
C -4.184 2.943 0.839 0.056
C -2.891 3.309 0.445 -0.008
Pt -0.838 -0.802 0.700 0.927
P 1.334 -0.502 0.027 0.221
H 0.458 3.609 -3.191 0.000
H 2.282 5.184 0.407 0.000
H 2.722 3.821 -4.330 0.000
H 4.494 5.258 -0.845 0.000
H -2.665 4.319 0.074 -0.001
H -1.451 0.458 1.842 0.032
H -5.011 3.670 0.769 0.002
H -3.480 -0.325 1.853 0.013
C 2.121 -2.154 0.193 0.048
C 3.378 -2.524 -0.596 0.014
H 1.339 -2.898 -0.020 0.011
H 2.344 -2.265 1.261 0.000
H 3.654 -3.565 -0.379 0.002
H 3.241 -2.465 -1.679 0.000
H 4.256 -1.932 -0.322 0.001
C 1.610 0.013 -1.709 0.026
C 2.997 0.483 -2.161 0.010
H 0.885 0.823 -1.870 0.002
H 1.331 -0.818 -2.369 0.000
H 3.016 0.629 -3.251 0.002
H 3.299 1.443 -1.734 0.000
H 3.793 -0.241 -1.962 0.000
C 2.360 0.700 0.943 0.032
C 3.870 0.480 1.080 0.012
H 1.902 0.758 1.935 0.002
H 2.144 1.672 0.479 0.000
H 4.290 1.267 1.722 0.002
H 4.120 -0.478 1.551 0.000
H 4.407 0.555 0.126 0.000
Br -6.147 0.876 1.758 -0.002
P -1.755 -1.635 -1.181 0.102
C -0.645 -2.515 -2.353 0.014
C -1.260 -3.773 -2.951 0.003
H 0.274 -2.775 -1.806 0.002
H -0.341 -1.838 -3.167 0.000
H -0.524 -4.289 -3.576 0.001
H -1.578 -4.491 -2.188 0.000
H -2.108 -3.553 -3.609 0.000
C -2.831 -2.894 -0.337 0.065
C -4.177 -3.152 -0.988 0.013
H -2.933 -2.497 0.690 0.029
H -2.243 -3.818 -0.223 0.003
H -4.752 -3.799 -0.319 0.001
H -4.752 -2.226 -1.131 0.001
H -4.060 -3.689 -1.938 0.001
C -2.731 -0.425 -2.156 0.003
C -3.236 -0.972 -3.488 0.001
H -2.072 0.444 -2.312 0.000
H -3.565 -0.053 -1.540 0.000
H -3.838 -0.216 -4.000 0.000
H -2.419 -1.230 -4.169 0.000
H -3.879 -1.849 -3.351 0.000
C 1.256 -2.652 5.299 0.002
C 0.764 -1.537 4.490 0.010
C 0.662 -0.165 4.704 0.004
C 0.104 0.424 3.569 0.005
N -0.115 -0.616 2.689 0.073
N 0.232 -1.783 3.282 0.018
C -0.166 1.881 3.376 0.000
H 2.087 -2.335 5.925 0.000
H 0.498 -3.016 5.998 0.000
H 1.609 -3.510 4.714 0.000
H 0.953 0.381 5.574 0.000
H 0.108 -2.685 2.779 0.009
H 0.239 2.370 4.281 0.000
H 0.357 2.318 2.508 0.000
H -1.245 2.136 3.347 0.000

[3]
84
Properties=species:S:1:pos:R:3:lowdin_spin:R:1 method="wB97M-V/def2-TZVPD" charge=0 multiplicity=2 orbital_gap_ev="6.93 / 6.66" e_homo_ev="-7.14 / -7.13" s_squared=0.7530
Cu -1.731 -1.123 -2.055 0.709
C -2.210 3.162 3.924 0.000
C -1.010 3.389 2.992 0.000
C 0.256 2.813 3.646 0.000
C -0.815 4.897 2.823 0.000
C -1.261 2.697 1.651 0.004
C -1.446 1.323 1.595 -0.001
C -1.663 0.685 0.386 0.005
Se -1.811 -1.240 0.465 -0.004
C 0.071 -1.666 0.358 0.003
C 0.739 -1.885 1.562 0.000
C 2.103 -2.101 1.584 0.002
C 2.761 -2.078 0.348 0.000
C 2.139 -1.855 -0.870 0.005
C 0.730 -1.652 -0.885 0.006
O 0.100 -1.469 -2.037 0.093
C 2.945 -1.802 -2.177 0.000
C 2.456 -2.883 -3.157 0.001
C 2.810 -0.408 -2.818 0.000
C 4.436 -2.051 -1.939 0.000
C 2.901 -2.333 2.868 0.000
C 3.592 -3.703 2.802 0.000
C 3.966 -1.236 3.019 0.000
C 2.009 -2.306 4.109 0.000
C -1.717 1.370 -0.857 0.006
O -1.952 0.748 -2.000 0.113
C -1.516 2.772 -0.805 0.008
C -1.309 3.371 0.436 0.000
C -1.501 3.714 -2.032 0.000
C -2.637 4.742 -1.884 0.000
C -0.150 4.454 -2.076 0.000
C -1.676 3.043 -3.400 0.001
H -2.049 3.664 4.884 0.000
H -3.123 3.559 3.475 0.000
H -2.366 2.098 4.120 0.000
H 0.455 3.312 4.600 0.000
H 0.154 1.743 3.839 0.000
H 1.121 2.956 2.993 0.000
H -0.640 5.351 3.801 0.000
H 0.047 5.121 2.190 0.000
H -1.699 5.369 2.388 0.000
H -1.409 0.723 2.497 0.000
H 0.160 -1.860 2.476 0.000
H 3.833 -2.228 0.349 0.000
H 1.415 -2.720 -3.431 0.000
H 3.064 -2.864 -4.066 0.000
H 2.553 -3.875 -2.704 0.000
H 1.770 -0.173 -3.035 0.000
H 3.205 0.354 -2.142 0.000
H 3.381 -0.367 -3.751 0.000
H 4.622 -3.043 -1.516 0.000
H 4.960 -1.995 -2.897 0.000
H 4.874 -1.299 -1.277 0.000
H 4.282 -3.762 1.957 0.000
H 4.163 -3.885 3.718 0.000
H 2.853 -4.500 2.692 0.000
H 4.669 -1.244 2.183 0.000
H 3.496 -0.250 3.056 0.000
H 4.536 -1.384 3.941 0.000
H 1.241 -3.084 4.068 0.000
H 2.618 -2.481 5.000 0.000
H 1.515 -1.337 4.226 0.000
H -1.167 4.444 0.449 0.000
H -2.531 5.344 -0.980 0.000
H -2.645 5.419 -2.744 0.000
H -3.603 4.232 -1.840 0.000
H 0.026 5.055 -1.183 0.000
H 0.670 3.736 -2.167 0.000
H -0.118 5.122 -2.942 0.000
H -2.635 2.534 -3.487 0.000
H -1.624 3.823 -4.165 0.000
H -0.891 2.312 -3.596 0.000
C -5.876 -4.345 -2.142 0.000
O -5.411 -2.999 -2.279 0.001
C -4.113 -2.739 -2.360 0.003
O -3.736 -1.596 -2.532 0.014
N -3.257 -3.797 -2.274 0.001
N -1.902 -3.491 -2.262 0.027
H -6.957 -4.286 -2.169 0.000
H -5.573 -4.772 -1.184 0.000
H -5.528 -4.966 -2.966 0.000
H -3.566 -4.694 -1.951 0.000
H -1.417 -3.897 -3.049 0.000
H -1.455 -3.732 -1.388 0.000

Copy entry 3 word for word.
84
Properties=species:S:1:pos:R:3:lowdin_spin:R:1 method="wB97M-V/def2-TZVPD" charge=0 multiplicity=2 orbital_gap_ev="6.93 / 6.66" e_homo_ev="-7.14 / -7.13" s_squared=0.7530
Cu -1.731 -1.123 -2.055 0.709
C -2.210 3.162 3.924 0.000
C -1.010 3.389 2.992 0.000
C 0.256 2.813 3.646 0.000
C -0.815 4.897 2.823 0.000
C -1.261 2.697 1.651 0.004
C -1.446 1.323 1.595 -0.001
C -1.663 0.685 0.386 0.005
Se -1.811 -1.240 0.465 -0.004
C 0.071 -1.666 0.358 0.003
C 0.739 -1.885 1.562 0.000
C 2.103 -2.101 1.584 0.002
C 2.761 -2.078 0.348 0.000
C 2.139 -1.855 -0.870 0.005
C 0.730 -1.652 -0.885 0.006
O 0.100 -1.469 -2.037 0.093
C 2.945 -1.802 -2.177 0.000
C 2.456 -2.883 -3.157 0.001
C 2.810 -0.408 -2.818 0.000
C 4.436 -2.051 -1.939 0.000
C 2.901 -2.333 2.868 0.000
C 3.592 -3.703 2.802 0.000
C 3.966 -1.236 3.019 0.000
C 2.009 -2.306 4.109 0.000
C -1.717 1.370 -0.857 0.006
O -1.952 0.748 -2.000 0.113
C -1.516 2.772 -0.805 0.008
C -1.309 3.371 0.436 0.000
C -1.501 3.714 -2.032 0.000
C -2.637 4.742 -1.884 0.000
C -0.150 4.454 -2.076 0.000
C -1.676 3.043 -3.400 0.001
H -2.049 3.664 4.884 0.000
H -3.123 3.559 3.475 0.000
H -2.366 2.098 4.120 0.000
H 0.455 3.312 4.600 0.000
H 0.154 1.743 3.839 0.000
H 1.121 2.956 2.993 0.000
H -0.640 5.351 3.801 0.000
H 0.047 5.121 2.190 0.000
H -1.699 5.369 2.388 0.000
H -1.409 0.723 2.497 0.000
H 0.160 -1.860 2.476 0.000
H 3.833 -2.228 0.349 0.000
H 1.415 -2.720 -3.431 0.000
H 3.064 -2.864 -4.066 0.000
H 2.553 -3.875 -2.704 0.000
H 1.770 -0.173 -3.035 0.000
H 3.205 0.354 -2.142 0.000
H 3.381 -0.367 -3.751 0.000
H 4.622 -3.043 -1.516 0.000
H 4.960 -1.995 -2.897 0.000
H 4.874 -1.299 -1.277 0.000
H 4.282 -3.762 1.957 0.000
H 4.163 -3.885 3.718 0.000
H 2.853 -4.500 2.692 0.000
H 4.669 -1.244 2.183 0.000
H 3.496 -0.250 3.056 0.000
H 4.536 -1.384 3.941 0.000
H 1.241 -3.084 4.068 0.000
H 2.618 -2.481 5.000 0.000
H 1.515 -1.337 4.226 0.000
H -1.167 4.444 0.449 0.000
H -2.531 5.344 -0.980 0.000
H -2.645 5.419 -2.744 0.000
H -3.603 4.232 -1.840 0.000
H 0.026 5.055 -1.183 0.000
H 0.670 3.736 -2.167 0.000
H -0.118 5.122 -2.942 0.000
H -2.635 2.534 -3.487 0.000
H -1.624 3.823 -4.165 0.000
H -0.891 2.312 -3.596 0.000
C -5.876 -4.345 -2.142 0.000
O -5.411 -2.999 -2.279 0.001
C -4.113 -2.739 -2.360 0.003
O -3.736 -1.596 -2.532 0.014
N -3.257 -3.797 -2.274 0.001
N -1.902 -3.491 -2.262 0.027
H -6.957 -4.286 -2.169 0.000
H -5.573 -4.772 -1.184 0.000
H -5.528 -4.966 -2.966 0.000
H -3.566 -4.694 -1.951 0.000
H -1.417 -3.897 -3.049 0.000
H -1.455 -3.732 -1.388 0.000